Entry from OMol25: a molecular structure, C33H33BaF11O37P at a distorted geometry (wB97M-V/def2-TZVPD).

Atoms and positions in Å:
1 O 3.67391 0.63134 4.02234
2 C -1.54827 -3.25778 2.16010
3 O -2.77102 3.36234 -2.71115
4 O 2.15671 -0.33812 5.18013
5 O 4.54570 -3.91806 -6.22644
6 F 2.19152 -6.15981 -1.66010
7 F -6.28140 2.61638 2.40232
8 O 3.96812 1.13554 -5.92514
9 C 3.12125 0.55347 5.27958
10 O 0.86779 4.22437 0.91436
11 H 2.48082 5.11509 1.67318
12 O 5.68415 1.82396 1.96937
13 C -0.63947 -5.34715 -2.63973
14 H 3.36507 -0.24728 2.22182
15 H -5.87210 -0.45822 3.61300
16 C -4.40135 0.54230 1.04425
17 O -3.57166 0.62715 0.15338
18 O 3.61729 -1.21544 -0.28560
19 H -6.99512 -2.11892 -0.78333
20 O 2.29997 -3.76400 -5.64783
21 C -0.12699 2.02064 5.55798
22 H 2.10873 -4.19083 -1.91979
23 H 0.73196 -5.23722 0.23458
24 C -6.35746 -2.83910 -1.29601
25 C 3.85340 2.47410 0.87161
26 H -3.79992 3.21870 -5.76114
27 F -1.83543 3.23480 -5.40306
28 O -5.66026 0.95833 0.92987
29 O 3.86530 -2.44906 -4.85703
30 H 0.24363 -3.83472 -0.64154
31 H 0.30053 -2.59703 4.21645
32 O -1.46694 -2.34539 3.21383
33 F -7.17769 -1.44677 -3.01336
34 C -2.75436 2.01347 -2.97235
35 Ba -0.67982 -0.29159 -0.26905
36 H 0.80581 -3.29320 -4.37054
37 H 3.63304 2.54005 -2.09463
38 O -0.65499 -5.45160 -1.26278
39 O -4.91827 -2.82791 -0.89896
40 F -1.79445 -4.96473 4.69174
41 H -6.32638 -3.18202 -3.44768
42 F 1.09072 6.42481 1.38896
43 F 1.65352 3.21689 -3.54440
44 C 1.45496 -5.06289 -1.90522
45 O 0.62449 -5.17187 -3.02101
46 C 2.71397 -2.17507 -4.04498
47 C 1.67820 5.32186 0.96526
48 H 0.05923 -4.96137 4.24134
49 C 2.20032 -1.01224 3.97145
50 H 3.52918 2.93521 -0.06132
51 O 3.46234 1.25337 6.20097
52 C 1.89905 1.89720 -3.40228
53 C 3.22101 1.72678 -2.69206
54 O 2.15879 1.35261 -4.63740
55 H 1.32053 -1.23530 3.36787
56 H 1.06501 1.34088 -2.97451
57 C -5.29543 0.33684 3.14032
58 H 0.72914 2.06784 6.23096
59 F -1.93905 1.51158 6.92062
60 C -1.15649 0.98637 5.89550
61 C -4.17123 -2.09450 -1.72828
62 H 2.14158 0.75438 2.72243
63 C -6.25553 -2.31547 -2.79028
64 O 0.12249 1.65825 4.26252
65 O -0.20405 3.06909 -0.65838
66 H -0.56649 3.01783 5.58160
67 H -4.80424 0.75862 4.01721
68 H -1.13508 -2.66624 5.20934
69 H 3.22853 0.78193 -2.14865
70 C 2.85680 0.04594 3.14040
71 O -1.06449 1.33758 2.48134
72 H 2.11119 6.71168 -0.81082
73 H -2.56190 4.96139 -4.06551
74 C -3.17838 4.09376 -3.83038
75 C 3.66253 -3.43830 -5.59312
76 O -3.29201 1.87245 -4.17479
77 O -4.22986 0.01899 2.29221
78 H -4.11580 4.61044 -3.62447
79 F 2.89642 -2.02004 4.21792
80 C 1.99033 5.66423 -0.53456
81 H -7.23490 0.86529 2.28506
82 C -6.20748 1.22273 2.21621
83 C 5.47203 2.96360 2.35811
84 O -2.44207 1.04800 -2.26464
85 O -1.60475 -5.25775 -3.33557
86 O -1.12840 -4.49216 2.61643
87 O 1.25357 -1.67396 0.99763
88 F 5.69849 1.77409 -0.47891
89 O -2.97808 -1.80737 -1.60633
90 H -0.68534 0.03980 6.16034
91 O -1.77291 -2.94941 0.98468
92 C 1.58816 -2.73960 -4.88971
93 H 2.74770 -2.58142 -3.03412
94 H -6.76874 -3.84359 -1.39585
95 C 0.49028 -4.88870 -0.76952
96 C 0.50387 4.05254 -0.39359
97 H 4.89894 0.32968 0.71184
98 P 2.13138 -1.00112 -0.16887
99 C -3.09728 3.09038 -4.93777
100 O 1.67309 0.58259 -0.13629
101 C -0.83982 -4.40026 3.98644
102 O 0.96279 4.97038 -1.16237
103 O 6.05316 3.52213 3.28082
104 C -0.74210 -2.91477 4.22348
105 O 4.09792 1.70348 -3.75058
106 O 1.23381 -1.56214 -1.37852
107 H 2.94323 5.20122 -0.79092
108 H 2.68870 -1.08568 -4.01871
109 O -4.96150 -1.74497 -2.82538
110 H 2.96302 1.97320 1.25165
111 F 1.19526 -1.86702 -5.89238
112 C 3.43196 1.39276 -4.86700
113 C -0.93613 1.24970 3.69874
114 O 4.47010 3.51290 1.64896
115 C 5.01637 1.41313 0.69052
116 O -1.89594 1.01073 4.71769

Cartesian forces (eV/Å) of the 2 atoms listed first:
O 2.576 2.450 3.061
C 1.011 1.505 -2.616

Its lowest unoccupied orbital energy is 1.10 eV. Its total energy is -5526.871212 a.u. The HOMO-LUMO gap comes out at 6.0 eV. The total charge is -1. For the HOMO energy, the calculation gives -4.876 eV.

---

Entry from OMol25: a molecular structure, C33H33MnN4OPS3 at a distorted geometry (wB97M-V/def2-TZVPD).

Atoms and positions in Å:
1 C 5.43500 3.60591 -1.29028
2 C 5.99882 -1.56650 2.65503
3 H 3.43541 -1.84079 -0.22599
4 O -0.39506 -2.37966 0.90651
5 C 5.05434 2.37412 -1.81933
6 H 5.36983 2.08513 -2.81771
7 Mn -0.77711 -0.23695 0.32892
8 C -2.80628 -0.86489 -1.74741
9 H 5.33218 4.92209 0.40055
10 H -3.46026 1.45256 -2.73096
11 C -3.42901 2.26514 1.53802
12 C -2.65259 2.81572 -5.72720
13 N -3.37630 -1.10016 -0.52730
14 C 3.86491 1.87093 0.22312
15 C -2.48114 1.64528 -6.45453
16 C -2.74456 2.15301 2.74584
17 C -3.01263 0.33629 -4.50540
18 S 2.40553 1.47898 2.97883
19 H 0.88846 -2.84842 -0.59357
20 C 4.09785 -0.67736 1.45231
21 C -2.72275 2.35539 0.35103
22 H 6.71621 -1.48980 3.46658
23 H -4.51444 2.28764 1.52735
24 C -4.20318 -2.08328 4.18318
25 N -3.55371 -1.34061 -2.75742
26 H -3.14180 3.64290 -3.80912
27 H -3.51918 -1.66427 -4.65210
28 P 2.90740 0.70702 1.24935
29 C 4.25023 3.09675 0.74557
30 C 0.04185 -4.66387 0.19371
31 H 0.81222 -5.33157 -0.19849
32 N -3.28586 -0.96036 -3.97935
33 S 1.45048 -0.00249 -0.00392
34 H 3.92807 3.37153 1.74413
35 C 4.26832 1.50757 -1.06759
36 C -2.66445 0.41310 -5.84907
37 N -2.65622 -0.84427 0.44699
38 H -4.56842 -2.43459 5.14165
39 H -5.15248 -1.79771 0.93239
40 H -2.20628 1.69106 -7.50197
41 H 4.96826 0.25259 3.17781
42 C 5.02575 -0.58678 2.49330
43 C -2.99547 2.73533 -4.38513
44 H -0.29530 -5.07109 1.15535
45 H 5.18753 -3.57136 0.04345
46 H 1.47682 -3.27117 1.01084
47 H -2.52634 3.77995 -6.20382
48 C -2.44720 -1.14420 2.83718
49 H -2.28523 -1.49378 4.94397
50 C -4.53918 -1.73724 1.81939
51 H 6.81648 -3.40677 1.90166
52 C -3.23996 -1.23954 1.69972
53 H -0.81128 2.05547 3.69034
54 C 0.60557 -3.27209 0.36417
55 C -1.32600 2.32981 0.35268
56 H -0.80542 -4.65365 -0.49623
57 H -2.53281 -0.50296 -6.41994
58 H -0.91326 -2.83201 1.57761
59 H 6.04545 4.28208 -1.87842
60 H 3.94950 0.55836 -1.48568
61 H 0.42812 2.31088 1.59127
62 H -3.29829 2.09297 3.67767
63 H -0.78435 2.52214 -0.55852
64 C -1.35913 2.12229 2.75599
65 C -2.92124 -1.56775 4.06943
66 C -3.17050 1.50477 -3.76743
67 H -3.25201 2.47366 -0.58753
68 H -6.01645 -2.55403 3.13049
69 S -1.19950 -0.20382 -1.92158
70 C 6.05767 -2.64243 1.77685
71 C -5.01024 -2.15870 3.05270
72 C 4.15815 -1.76033 0.57691
73 H -1.45202 -0.74844 2.76911
74 C 5.13926 -2.73752 0.73824
75 C 5.03401 3.96434 -0.01294
76 C -0.64475 2.22047 1.55879

Cartesian forces (eV/Å) of the 2 atoms listed first:
C -0.008 -0.096 -0.021
C -0.048 0.061 -0.014

Its multiplicity is 2. Its expectation value of S² is 0.764. Its lowest unoccupied orbital energy (spin up / spin down) is -1.07 / -1.06 eV. Its total energy is -4258.430768 a.u. The HOMO-LUMO gap (spin up / spin down) comes out at 6.2 / 6.1 eV. The total charge is 0. For the HOMO energy (spin up / spin down), the calculation gives -7.287 / -7.202 eV. For the relative energy (zero: lowest compared OMol25 entry of this formula, charge and spin), the calculation gives 9.4 kcal/mol.

---

Entry from OMol25: 2 unconnected molecules or ions with the total composition C33H33N2O at a distorted geometry (wB97M-V/def2-TZVPD).

Atoms and positions in Å:
1 H 4.91493 -3.14222 -2.59934
2 C -5.51067 0.46800 -2.14529
3 H 0.29133 -1.88445 2.02539
4 H 2.39569 -2.91997 2.21905
5 H -2.72629 2.20720 -2.87050
6 C 4.22483 1.88504 -0.92067
7 H 0.45946 2.84347 -0.20984
8 H -3.92819 0.35766 4.34036
9 H -2.15981 2.11120 2.66930
10 H -5.81083 1.50817 -2.35901
11 C -2.28693 1.19336 3.27985
12 H -1.86418 -1.08717 1.00580
13 H 2.59504 -4.03652 -2.62689
14 O -4.22874 0.08543 2.25952
15 C -1.01167 1.35738 -1.88496
16 C 1.82571 1.29866 -0.82652
17 C 4.27258 -1.86221 2.32823
18 C -2.30054 1.32195 -2.38765
19 C 1.01050 0.14499 -1.10699
20 H 2.27276 4.57624 -0.15102
21 H -4.36104 1.78147 3.30566
22 H -4.01767 -1.69890 1.35568
23 H -5.26582 0.38674 -1.07869
24 N -1.51750 0.06416 2.74144
25 H -3.79619 -1.77200 3.16110
26 H -3.62372 -0.14841 -4.86365
27 C -3.60736 -1.19213 2.24029
28 C 2.73371 0.46901 2.43276
29 C 4.89279 -0.60755 2.37690
30 C 2.77250 -3.01405 -2.29301
31 C 0.66144 -0.91418 2.40016
32 H -1.89717 1.42188 4.27971
33 C 3.24679 -0.45722 -1.39702
34 H 4.59279 1.53118 2.37722
35 C -4.53854 0.17462 -4.35462
36 H 5.33730 -0.79641 -1.71438
37 C 2.89261 -1.95683 2.31671
38 H -0.73542 -1.88846 -0.83083
39 C -2.10043 -1.09684 2.09261
40 H 4.87663 -2.76486 2.24776
41 H -1.63107 -1.98499 2.55388
42 H 0.64455 -2.59992 -2.08763
43 C 2.52386 3.54833 -0.41195
44 C -0.17316 0.06526 2.89315
45 H -6.34978 -0.20121 -2.38422
46 C 1.89251 -0.94877 -1.44868
47 C 4.09233 -2.52170 -2.24528
48 C -3.76518 0.86577 3.37068
49 C 4.11156 0.55401 2.41791
50 C 2.09455 -0.79043 2.39410
51 H 5.97089 -0.52779 2.30988
52 C -1.18182 -0.99172 -1.27100
53 C -0.39701 0.18520 -1.36210
54 C 1.49186 2.60349 -0.47115
55 C 1.66399 -2.22782 -1.95557
56 H -3.10470 -1.91677 -1.57563
57 C 4.33502 -1.22826 -1.77692
58 C 3.20268 0.94646 -1.02146
59 H 5.26137 1.56287 -1.06682
60 N -4.34586 0.08291 -2.91511
61 H -0.42918 2.27286 -1.98433
62 H 0.21691 0.90852 3.47121
63 H -5.36594 -0.48368 -4.65871
64 C -2.50355 -1.00907 -1.68807
65 H 4.63591 3.99053 -0.64143
66 H -4.78192 1.19600 -4.68629
67 H 2.10686 1.36125 2.39733
68 C -3.06709 0.13046 -2.33165
69 C 3.87078 3.21077 -0.65877

Cartesian forces (eV/Å) of the 2 atoms listed first:
H -0.232 0.091 0.196
C 0.158 -0.057 0.426

Its lowest unoccupied orbital energy is -5.63 eV. Its total energy is -1461.742354 a.u. The HOMO-LUMO gap comes out at 3.8 eV. The total charge is +1. For the HOMO energy, the calculation gives -9.412 eV. For the relative energy (zero: lowest compared OMol25 entry of this formula, charge and spin), the calculation gives 36.8 kcal/mol.